# C48H129N5O19

A cluster of 14 separate species, C48H129N5O19 in total (ωB97M-V/def2-TZVPD, the Open Molecules 2025 dataset).

Values from the calculation:
max |F|	3.62	eV/A
2S+1	1
electronic energy	-98207.129	eV
charge	0
HOMO-LUMO gap	8.8	eV

```
201
Properties=species:S:1:pos:R:3:forces:R:3
C -31.40427 4.52973 -37.17234 -0.06 0.59 -0.30
O -32.00983 5.81723 -36.93214 -0.35 -0.99 0.81
C -33.43894 5.72521 -36.77673 -0.27 0.71 -0.88
C -34.03067 7.14580 -36.87526 0.80 0.06 1.15
N -33.68399 7.97920 -35.69427 -0.02 -0.54 -0.15
C -34.07893 9.37364 -35.84802 0.63 0.05 0.64
C -33.47384 10.28781 -34.74674 -0.06 -0.88 -0.09
O -32.02062 10.25681 -34.64751 -1.69 -0.94 0.73
C -31.34447 10.79298 -35.73922 -0.10 0.75 -0.16
H -31.63812 4.26083 -38.20244 -0.23 -0.49 0.04
H -31.67390 3.75847 -36.45085 -0.58 0.04 -0.02
H -30.31594 4.55219 -37.11634 0.00 0.76 0.09
H -33.83157 5.17852 -35.91937 0.72 0.25 0.82
H -33.88509 5.12930 -37.57294 0.23 0.05 -0.70
H -35.11740 7.09036 -36.93869 -0.01 -0.04 -0.20
H -33.59740 7.63930 -37.74522 -0.26 -0.17 -0.55
H -32.68019 7.92372 -35.59727 0.25 0.08 0.17
H -35.16589 9.39431 -35.76932 -0.10 0.35 0.00
H -33.79720 9.78584 -36.81694 -0.02 0.05 -0.42
H -33.89295 9.98224 -33.78806 0.57 -0.42 0.18
H -33.90815 11.28292 -34.84280 0.55 0.49 -0.52
H -30.27241 10.78618 -35.54240 -0.08 -0.05 0.20
H -31.69127 11.82399 -35.80889 0.27 0.31 -0.62
H -31.50568 10.26179 -36.67728 -0.19 -0.08 -0.11
C -38.20659 7.70981 -25.32016 0.20 1.15 1.54
O -39.37222 7.74007 -26.10341 -0.40 -0.12 0.32
C -40.11068 8.99488 -26.08348 1.11 -0.89 -2.11
C -41.21461 8.83763 -27.14951 -0.13 -0.03 0.30
N -41.74394 10.10862 -27.68656 -0.73 -0.69 1.09
C -42.63717 9.82890 -28.81527 0.46 0.52 -0.16
C -43.40735 11.08899 -29.23078 0.75 -0.56 -0.02
O -43.86831 10.89168 -30.56063 -0.72 1.24 0.34
C -44.70748 11.96838 -31.03582 0.13 -1.02 -0.62
H -37.70163 6.75320 -25.18593 -0.44 -0.24 -0.99
H -38.37476 7.99661 -24.28211 -0.81 -0.07 0.48
H -37.47336 8.48688 -25.53611 0.25 -0.02 -1.06
H -39.43120 9.69887 -26.56391 0.25 0.72 0.65
H -40.42995 9.29621 -25.08580 -0.05 -0.06 -0.06
H -41.98322 8.19919 -26.71393 -0.54 0.39 -0.05
H -40.85496 8.25403 -27.99694 0.67 -0.28 0.10
H -40.98255 10.69133 -28.00409 0.15 -0.02 -0.03
H -43.29457 8.98869 -28.59168 -0.14 0.18 0.24
H -42.02344 9.50549 -29.65601 -0.10 -0.10 -0.47
H -42.71503 11.93015 -29.19544 0.25 0.24 -0.15
H -44.15948 11.33294 -28.48053 -0.58 -0.18 -0.21
H -45.71864 11.90078 -30.63446 0.02 0.05 0.35
H -44.79905 11.81683 -32.11134 0.02 -0.14 -0.01
H -44.32361 12.98300 -30.92961 0.39 -0.08 0.53
C -32.57892 10.73298 -27.42297 0.31 -0.51 0.43
O -32.00506 9.76930 -28.27584 0.08 0.51 -0.93
C -30.84414 10.25411 -28.95575 -0.08 -1.02 0.56
C -30.27834 9.12209 -29.77675 -0.68 -0.92 -0.92
N -29.57291 9.64105 -30.94590 1.00 -0.03 -0.02
C -28.68414 8.71294 -31.67563 -0.87 -0.21 0.41
C -29.39086 7.45991 -32.28079 1.14 0.75 1.01
O -29.75547 6.54150 -31.23922 -0.06 0.08 -1.65
C -30.35545 5.36856 -31.85784 0.56 1.02 1.94
H -32.69375 11.74146 -27.82030 0.02 0.00 -0.58
H -31.91433 10.82004 -26.56341 -0.23 0.15 0.49
H -33.56105 10.34714 -27.14976 0.10 0.11 0.23
H -30.06965 10.46789 -28.21917 -0.01 0.81 0.15
H -31.08127 11.09946 -29.60169 0.00 0.25 0.13
H -31.08811 8.50764 -30.17022 -0.48 -0.15 0.43
H -29.70373 8.42271 -29.16947 0.42 0.28 -0.10
H -30.31021 9.91915 -31.57768 0.08 0.26 -0.31
H -27.85725 8.41044 -31.03309 -0.22 -0.27 0.35
H -28.16847 9.29913 -32.43626 -0.33 -0.10 -0.44
H -28.66758 6.98574 -32.94422 0.09 -0.25 -0.23
H -30.23749 7.77443 -32.89104 -0.38 -0.02 0.05
H -30.40426 4.70165 -30.99706 -0.28 -0.42 -0.37
H -29.68976 4.95994 -32.61810 -0.25 0.00 -0.23
H -31.35921 5.64166 -32.18340 0.03 -0.30 -0.44
C -34.32501 21.89041 -23.29763 -0.06 0.11 -1.12
O -34.66050 21.28840 -24.56797 -0.66 0.39 -0.18
C -36.07311 21.33940 -24.98321 1.09 -0.77 -0.53
C -36.19921 20.85166 -26.48272 0.22 0.81 1.83
N -35.45879 19.64022 -26.71834 0.21 -0.24 -0.28
C -35.12806 19.58715 -28.11303 1.53 -0.61 -1.44
C -34.12674 18.43666 -28.43458 -1.33 0.74 0.65
O -32.85702 18.77539 -27.92122 -0.30 0.30 0.34
C -31.86099 17.77148 -28.03997 -0.73 0.77 -0.71
H -34.87007 22.82899 -23.19721 -0.45 -0.20 0.52
H -33.28489 22.21624 -23.28751 0.19 -0.27 -0.58
H -34.38619 21.18728 -22.46700 -0.69 0.06 0.07
H -36.47782 22.34935 -24.91753 0.11 0.14 0.15
H -36.63823 20.67206 -24.33252 -0.12 -0.03 0.07
H -35.88234 21.65554 -27.14717 0.35 0.34 -0.02
H -37.25045 20.70277 -26.72934 -0.19 -0.12 0.26
H -34.54372 19.70553 -26.29586 0.01 0.15 0.76
H -34.57079 20.46773 -28.43260 -0.06 0.65 -0.04
H -36.00330 19.54016 -28.76099 -0.16 -0.32 0.10
H -34.09200 18.28019 -29.51272 0.06 -0.22 -0.13
H -34.59798 17.60958 -27.90358 0.49 -0.78 -0.14
H -32.20065 16.85748 -27.55280 0.44 -0.09 0.28
H -30.94438 18.23499 -27.67516 -0.08 -0.48 0.37
H -31.71588 17.57829 -29.10286 0.14 -0.33 -0.21
C -30.08925 9.54025 -14.01255 0.43 -0.87 0.15
O -30.65230 9.66183 -15.29449 0.16 0.02 0.06
C -30.87358 11.01717 -15.57240 -0.64 0.84 -0.12
C -31.39892 11.21243 -16.98830 0.33 -0.60 0.44
N -31.55334 12.61930 -17.32637 0.71 -0.60 -0.60
C -31.94774 12.70745 -18.74387 -0.69 1.70 1.14
C -31.99117 14.20492 -19.20619 0.71 -2.22 -1.31
O -32.19219 14.02073 -20.61627 -1.21 1.45 -0.41
C -32.56426 15.24641 -21.28189 1.21 -0.36 0.31
H -30.71483 9.98396 -13.23804 0.07 0.44 0.02
H -29.06292 9.90726 -14.01971 0.00 0.58 0.24
H -29.97476 8.49552 -13.72354 -0.33 -0.22 -0.41
H -30.03521 11.68606 -15.37789 0.82 -0.36 -0.38
H -31.57973 11.42523 -14.84925 -0.71 -0.07 0.16
H -32.31978 10.64104 -17.10504 -0.45 -0.06 0.11
H -30.72710 10.71831 -17.69016 0.35 0.27 -0.02
H -32.31981 12.97662 -16.77415 -0.09 0.21 0.08
H -32.93785 12.25496 -18.79909 -0.29 0.07 -0.67
H -31.29728 12.16414 -19.42931 0.26 0.09 0.36
H -30.99675 14.63974 -19.10545 0.01 0.23 0.53
H -32.75330 14.82872 -18.73914 -0.16 -0.10 0.05
H -31.73664 15.95099 -21.19986 0.23 0.23 0.13
H -33.42598 15.75207 -20.84617 -0.34 -0.36 -0.03
H -32.66165 15.07242 -22.35350 -0.39 -0.31 0.20
C -34.81432 6.06720 -29.44224 0.52 0.61 0.39
C -35.35688 6.87574 -30.59663 -0.43 0.38 0.98
O -35.78753 6.08496 -31.65699 0.05 -0.68 -1.12
H -34.60893 6.77536 -28.63948 0.24 0.17 0.08
H -33.85463 5.64034 -29.73360 -0.12 -0.41 0.16
H -35.48438 5.35124 -28.96630 -0.11 -0.23 -0.62
H -34.59639 7.57591 -30.94235 0.13 0.14 0.17
H -36.21925 7.44691 -30.25286 -0.04 0.33 0.16
H -35.40607 6.47542 -32.44670 -0.19 -0.27 -0.24
C -22.34235 8.50212 -36.49653 0.33 -0.61 0.47
C -20.99759 7.73936 -36.57781 0.57 0.70 -0.19
O -21.08661 6.32317 -36.45084 -0.97 0.01 0.03
H -22.26048 9.58903 -36.49951 0.70 0.01 -0.27
H -22.79001 8.31649 -35.52019 -0.30 -0.40 -0.12
H -23.03141 8.26305 -37.30656 0.03 -0.33 0.13
H -20.30740 8.09603 -35.81327 -0.18 0.30 0.31
H -20.47961 7.95765 -37.51170 -0.19 0.17 -0.34
H -20.23698 5.97069 -36.17612 0.01 0.16 -0.03
C -27.89162 14.89582 -24.23116 1.73 -0.84 -1.04
C -26.46075 15.02536 -24.98021 -2.73 -0.68 2.28
O -25.92795 16.18160 -24.40090 1.12 1.12 -0.89
H -27.71794 14.83792 -23.15665 0.10 0.12 0.02
H -28.34688 13.94655 -24.51355 -0.49 0.18 -0.14
H -28.49126 15.78052 -24.44524 -0.06 -0.25 -0.14
H -26.62947 15.05605 -26.05663 0.36 0.66 0.07
H -25.85280 14.14890 -24.75586 0.04 -0.12 -0.09
H -25.55705 15.98836 -23.53679 -0.07 -0.20 -0.09
C -25.45576 5.30384 -27.64346 -0.64 -1.12 0.99
C -24.74616 5.36917 -26.28678 0.68 0.34 -1.65
O -24.60315 6.74196 -25.98702 0.09 0.20 0.91
H -26.37236 5.89069 -27.58407 0.08 0.11 -0.30
H -25.73615 4.26573 -27.82180 -0.08 -0.09 -0.34
H -24.78766 5.61935 -28.44483 -0.13 0.22 0.05
H -23.76338 4.94380 -26.48997 0.32 -0.28 0.45
H -25.17365 4.81517 -25.45105 -0.39 0.36 -0.16
H -24.16201 7.12097 -26.75079 0.08 0.29 0.01
C -20.90157 7.26027 -30.27891 0.81 -0.42 0.07
C -21.90473 8.31892 -30.54389 -0.20 -0.29 -0.81
O -22.44863 8.80898 -29.35748 -0.52 0.16 0.60
H -20.02416 7.75282 -29.85982 0.25 -0.49 0.08
H -20.66959 6.76154 -31.21995 0.38 0.21 -0.11
H -21.23402 6.44431 -29.63720 -0.23 0.31 0.30
H -22.66060 7.87580 -31.19227 -0.44 0.22 -0.12
H -21.41966 9.13698 -31.07641 0.05 0.07 -0.32
H -23.13666 9.41991 -29.63131 -0.16 0.23 0.35
C -24.49713 13.52226 -32.20789 -0.30 -0.26 -0.82
C -25.27823 13.73515 -30.95218 0.64 0.59 1.09
O -25.42698 12.50349 -30.21354 -0.35 0.86 -0.52
H -24.17056 14.45850 -32.66055 -0.04 0.08 0.06
H -25.10429 12.99382 -32.94288 0.10 -0.12 -0.15
H -23.61523 12.91754 -31.99655 -0.01 0.04 0.07
H -26.23368 14.25348 -31.03311 -0.29 -0.35 -0.61
H -24.72475 14.46978 -30.36730 0.30 -0.33 0.57
H -26.34269 12.28268 -30.39880 -0.06 -0.59 0.31
C -30.54330 6.96513 -24.03626 -0.61 0.01 -1.28
C -30.89889 7.91214 -22.91086 1.47 -1.26 0.22
O -30.21608 7.33898 -21.78391 -0.41 0.68 0.83
H -30.98982 7.32585 -24.96286 -0.08 -0.20 -0.28
H -30.82439 5.92365 -23.88006 -0.59 0.18 0.31
H -29.47617 6.85879 -24.23127 0.23 0.64 0.26
H -31.95743 7.98321 -22.66077 0.08 -0.18 -0.14
H -30.50766 8.90602 -23.12821 -0.16 0.20 0.03
H -29.28265 7.53587 -21.89136 0.06 -0.04 0.05
C -29.38713 -1.93349 -32.74918 0.35 1.02 -0.90
C -30.91057 -1.95290 -32.80248 1.73 0.16 0.31
O -31.29735 -3.20939 -32.36762 -1.32 -1.28 0.16
H -29.05129 -1.99329 -31.71393 0.12 0.07 -0.04
H -29.04403 -1.01022 -33.21603 0.20 0.43 0.42
H -28.86144 -2.67697 -33.34833 -0.51 -0.50 0.14
H -31.28691 -1.76512 -33.80806 -0.14 -0.11 0.14
H -31.24015 -1.19074 -32.09637 -0.42 0.34 -0.27
H -31.06331 -3.28346 -31.43954 -0.02 -0.12 0.03
C -28.02855 7.56092 -39.19037 0.34 -1.02 -0.41
C -27.57492 7.25750 -40.63695 0.38 0.42 1.37
O -27.56729 8.47314 -41.34793 0.08 0.29 -0.44
H -27.68574 6.72988 -38.57396 -0.55 -0.47 0.04
H -29.11084 7.67556 -39.13033 0.15 0.18 0.24
H -27.47266 8.36597 -38.70976 -0.25 0.52 -0.62
H -28.17291 6.50375 -41.14917 -0.35 -0.03 0.19
H -26.56903 6.84715 -40.54809 0.26 -0.01 -0.21
H -26.93047 8.39302 -42.06182 -0.07 0.11 -0.14
```
Positions in Å, forces in eV/Å.